No. 1
# C21H24N4Ru

A molecular structure, C21H24N4Ru (ωB97M-V with the def2-TZVPD basis set, the Open Molecules 2025 dataset).

The multiplicity is 2. The LUMO energy (spin up / spin down) is 2.83 / 2.87 eV. As for the net charge: -1. The calculation puts the energy above the lowest of the compared OMol25 structures with the same formula, charge and spin at 0.0 kcal/mol.

XYZ file:
```
50
Properties=species:S:1:pos:R:3:forces:R:3:nbo_charge:R:1
Ru -1.56596 1.16501 -0.48796 0.265 0.143 0.018 0.148
N -3.32187 0.61516 -1.64352 0.026 -0.003 -0.075 -0.756
C -4.50619 0.75682 -0.78315 0.029 0.111 0.037 -0.227
C -4.41277 2.07755 -0.02504 0.034 -0.094 -0.015 -0.224
N -3.10927 2.14903 0.63642 -0.041 -0.047 -0.078 -0.795
H -3.30180 1.34178 -2.35402 -0.046 -0.049 -0.050 0.379
H -3.32426 -0.28114 -2.11626 0.046 -0.036 0.074 0.377
H -4.49207 -0.06805 -0.06895 -0.012 -0.006 -0.027 0.201
H -5.44825 0.71592 -1.34480 -0.016 0.018 0.015 0.167
H -5.25726 2.16312 0.66933 -0.001 -0.003 -0.003 0.174
H -4.47556 2.90804 -0.73153 0.003 -0.002 0.000 0.189
H -3.04143 1.53517 1.44837 0.001 0.053 0.029 0.405
H -2.83367 3.07278 0.94888 -0.045 0.046 -0.038 0.408
C -0.22011 -1.06268 -2.22782 -0.003 0.092 -0.048 -0.247
N -0.27034 -0.32463 -0.98730 -0.262 0.010 0.070 -0.611
C 0.46393 -0.85233 0.01591 0.049 -0.011 -0.102 0.082
C 0.06759 0.93448 1.70078 0.153 0.018 0.043 0.099
C -0.30528 1.38833 2.96438 0.030 -0.001 -0.013 -0.373
C -0.60751 2.76862 2.82189 0.087 0.048 -0.020 -0.375
C -0.39774 3.07002 1.48700 -0.001 -0.057 0.074 -0.134
N -0.00205 1.96073 0.78794 -0.329 -0.154 0.046 -0.545
C 1.06506 -0.84287 -2.99983 0.027 -0.009 -0.008 0.086
C 1.97866 -1.86721 -3.21117 -0.046 -0.001 -0.033 -0.259
C 3.16816 -1.63495 -3.89400 0.016 -0.003 -0.012 -0.208
C 3.45579 -0.36768 -4.37390 -0.013 -0.002 0.007 -0.242
C 2.55023 0.66748 -4.15904 0.006 -0.011 -0.004 -0.214
C 1.37019 0.43149 -3.47519 0.018 0.041 0.028 -0.228
H -1.04900 -0.71358 -2.85161 -0.010 -0.049 -0.018 0.184
H -0.35872 -2.14744 -2.07943 0.041 -0.001 0.030 0.157
H 1.02500 -1.75590 -0.24040 0.009 -0.006 0.069 0.155
H -0.31594 0.80926 3.87684 0.003 0.002 -0.001 0.201
H -0.89104 3.45922 3.60536 0.016 0.003 0.004 0.190
H -0.50056 4.02300 0.98320 -0.031 -0.006 -0.007 0.178
H 1.75853 -2.85829 -2.82867 0.004 0.001 0.002 0.202
H 3.87339 -2.44449 -4.04168 -0.002 0.000 0.002 0.197
H 4.38375 -0.18091 -4.90074 0.001 0.000 0.000 0.198
H 2.77533 1.66526 -4.51646 -0.001 0.002 0.000 0.202
H 0.67982 1.24127 -3.26483 -0.004 -0.006 0.008 0.229
C 0.58726 -0.38732 1.29651 -0.008 -0.044 -0.023 -0.234
C 1.35847 -1.19201 2.25085 0.017 0.012 0.024 0.005
C 1.34953 -2.59719 2.21286 -0.004 0.008 0.002 -0.233
C 2.12178 -3.35896 3.07661 0.005 -0.006 0.006 -0.221
C 2.91341 -2.75187 4.04211 -0.007 0.005 -0.011 -0.276
C 2.91376 -1.36264 4.11921 0.007 -0.002 0.009 -0.238
C 2.15584 -0.60102 3.24695 -0.010 -0.002 -0.013 -0.168
H 0.70005 -3.09348 1.50204 0.001 -0.005 0.000 0.202
H 2.08499 -4.44109 3.00923 0.000 0.000 -0.001 0.192
H 3.50653 -3.34573 4.72709 0.000 -0.001 0.000 0.192
H 3.52371 -0.86491 4.86552 -0.002 0.002 -0.001 0.193
H 2.17787 0.47882 3.31203 0.001 0.003 0.005 0.216
```
Forces are in eV/Å.

No. 2
# C21H25ClFN3O4S

A single C21H25ClFN3O4S molecule (ωB97M-V with the def2-TZVPD basis set, the Open Molecules 2025 dataset).

The LUMO energy is 0.43 eV. As for the net charge: 0.

XYZ file:
```
56
Properties=species:S:1:pos:R:3:forces:R:3:nbo_charge:R:1
C -3.35404 3.71625 -0.04650 -0.027 -0.039 0.096 -0.418
N -3.47011 3.15515 1.28548 -0.174 0.018 -0.020 -0.440
C -2.85847 1.85089 1.42364 0.200 -0.125 -0.071 -0.211
C -1.32174 1.88704 1.41699 -0.473 -0.076 0.248 -0.450
C -0.82704 2.80985 2.52923 -0.412 0.000 -0.492 -0.035
N 0.62655 2.86626 2.53667 0.572 0.320 -0.780 -0.704
C 1.26170 3.22559 3.78133 0.331 0.140 0.239 -0.411
S 1.43426 3.18749 1.11731 0.123 -0.443 0.060 2.335
O 2.72679 3.71322 1.45039 0.037 -0.123 0.232 -0.938
O 0.62569 3.93347 0.19041 -0.063 -0.221 0.072 -0.952
C 1.67854 1.54646 0.44058 -0.094 0.542 0.111 -0.358
C 2.16634 0.54616 1.25901 -0.004 0.004 -0.122 -0.112
C 2.38978 -0.71930 0.74940 0.058 -0.056 0.134 -0.258
C 2.12576 -0.97675 -0.59560 -0.055 0.274 0.208 0.172
N 2.33072 -2.22930 -1.16959 0.039 0.126 -0.538 -0.610
C 2.67470 -3.39829 -0.57243 0.038 -0.204 -0.514 0.671
O 2.94166 -3.55912 0.59474 0.120 -0.101 0.173 -0.602
C 2.75899 -4.55859 -1.57531 0.378 -0.217 0.342 -0.164
O 2.14366 -4.30185 -2.82563 -0.026 0.273 0.001 -0.514
C 0.89525 -4.79400 -3.09016 -0.282 -0.182 -0.107 0.251
C 0.69683 -5.22984 -4.40148 0.030 0.076 0.283 -0.216
C -0.51935 -5.71828 -4.83008 -0.182 -0.027 0.131 -0.265
C -1.55874 -5.78284 -3.91885 0.203 0.124 0.149 0.390
F -2.75080 -6.26866 -4.30604 0.022 0.011 0.007 -0.316
C -1.40622 -5.34864 -2.61696 -0.093 -0.114 -0.241 -0.275
C -0.18313 -4.84047 -2.20186 0.153 0.039 -0.086 -0.086
Cl -0.08299 -4.24252 -0.57172 -0.252 -0.141 -0.124 0.032
C 1.64008 0.04332 -1.41499 0.068 -0.062 0.138 -0.236
C 1.41896 1.30367 -0.89480 -0.012 0.101 -0.028 -0.180
C -1.47644 4.19004 2.38372 -0.211 -0.122 0.118 -0.456
C -3.00361 4.04380 2.33020 0.116 0.124 0.096 -0.214
H -2.32496 3.93566 -0.35615 0.052 0.030 -0.073 0.175
H -3.78934 3.01360 -0.75642 0.002 0.020 -0.092 0.198
H -3.93014 4.64029 -0.08114 0.005 0.054 -0.088 0.200
H -3.21801 1.21123 0.61444 -0.017 -0.045 0.072 0.201
H -3.20539 1.42679 2.37236 0.005 -0.091 -0.026 0.188
H -0.97191 2.26541 0.45826 -0.081 -0.093 -0.049 0.223
H -0.92143 0.88128 1.55777 0.020 -0.026 -0.027 0.218
H -1.12240 2.37671 3.49604 0.092 0.007 -0.091 0.200
H 1.16010 2.40588 4.49723 -0.012 0.030 -0.011 0.192
H 0.83593 4.13455 4.21597 0.009 -0.014 -0.008 0.189
H 2.31303 3.40148 3.57010 0.011 0.022 0.287 0.247
H 2.36833 0.76661 2.29459 0.038 -0.081 0.180 0.221
H 2.76511 -1.50972 1.37780 0.009 0.005 0.015 0.259
H 2.13744 -2.29479 -2.16349 0.031 -0.067 0.261 0.417
H 2.37563 -5.46755 -1.10493 -0.002 0.161 -0.010 0.218
H 3.82246 -4.71398 -1.79435 -0.151 0.013 0.072 0.219
H 1.53498 -5.17015 -5.07720 0.103 -0.005 -0.063 0.235
H -0.66388 -6.05336 -5.84396 -0.031 -0.041 -0.104 0.237
H -2.23701 -5.39203 -1.93174 -0.077 0.000 0.070 0.246
H 1.43920 -0.15678 -2.45778 -0.033 -0.009 -0.109 0.212
H 1.04388 2.10801 -1.50757 -0.071 0.042 -0.133 0.244
H -1.20167 4.82798 3.22551 0.029 0.067 0.019 0.208
H -1.10625 4.65313 1.46976 -0.021 0.036 0.063 0.234
H -3.46713 5.02175 2.18407 -0.020 -0.016 0.089 0.203
H -3.36014 3.63775 3.28373 -0.019 0.083 0.041 0.186
```
Forces are in eV/Å.